[1]
DFT (wB97M-V/def2-TZVPD) results for a cluster of 2 separate species, C6H14N2O2 in total in a non-equilibrium geometry.

- ΔE to the lowest compared entry with this formula, charge and spin: 67.91 kcal/mol
- Gap between HOMO and LUMO: 10.1 eV
- Structure (SMILES): CNC(C)=O.CNC(C)=O

Last column: natural (NBO) charge in e.
Geometry (Å):
H (-1.907, 2.334, 1.418)  0.25
H (-2.326, 0.221, -2.607)  0.24
H (2.220, -0.876, -2.785)  0.20
N (0.858, 0.515, 2.477)  -0.70
H (-1.370, 0.858, -1.136)  0.20
H (0.940, -1.617, 2.232)  0.20
O (-0.401, -1.134, -3.442)  -0.62
H (0.555, -0.067, -0.604)  0.40
N (0.595, -0.538, -1.469)  -0.62
C (-0.422, 0.882, 1.933)  0.67
C (1.020, -0.910, 3.040)  -0.43
H (0.099, -1.248, 3.766)  0.22
H (2.004, -1.062, 3.685)  0.22
C (-0.410, -0.558, -2.374)  0.66
H (-0.150, 2.430, 0.636)  0.23
H (1.565, -2.403, -2.104)  0.22
H (2.377, -1.386, -0.982)  0.19
H (-0.991, 1.492, -2.723)  0.24
H (1.766, 1.175, 2.588)  0.41
C (1.779, -1.408, -1.788)  -0.40
O (-1.288, 0.068, 1.988)  -0.60
H (-0.541, 3.097, 2.411)  0.24
C (-0.779, 2.376, 1.541)  -0.72
C (-1.338, 0.576, -2.223)  -0.69

Forces on the atoms, in the same order (eV/Å):
H 1.6541 0.2523 -0.3656
H 0.6583 0.7941 0.4267
H -0.3863 -1.3981 2.4890
N 1.9979 0.7582 0.4047
H -0.5857 -0.1885 -0.8207
H 0.3791 -0.2640 -0.2903
O 0.4611 -1.4771 0.0999
H -0.2642 0.3600 0.7557
N 1.2891 -3.1846 -1.4375
C 1.7606 1.5904 2.6803
C -0.9766 0.4892 2.3424
H 2.1606 1.3581 -1.6947
H -2.0121 0.6902 -1.7225
C 0.8005 2.4537 -0.9341
H -0.6746 1.2844 0.1302
H -0.6873 -0.6700 0.0598
H 2.4889 0.0850 2.5093
H -0.0417 -0.6448 -0.2618
H -3.4275 -1.9719 -0.5546
C -1.8575 3.2639 -4.5450
O -1.2401 -1.4907 -0.6585
H 0.0264 -1.0967 -1.7194
C 0.3629 -1.5689 1.3666
C -1.8859 0.5760 1.7403



[2]
DFT (wB97M-V/def2-TZVPD) results for a structure of composition H24O12 in a non-equilibrium geometry.

- ΔE to the lowest compared entry with this formula, charge and spin: 232.32 kcal/mol
- Gap between HOMO and LUMO: 7.2 eV

Last column: natural (NBO) charge in e.
Geometry (Å):
O (-0.088, 1.403, -0.161)  -0.89
H (-2.088, 2.723, -0.271)  0.48
H (5.017, -0.110, 0.261)  0.47
H (-0.491, -0.930, 0.316)  0.45
H (2.502, -0.525, 1.947)  0.46
H (3.329, 3.131, -1.007)  0.49
O (-3.223, -2.557, 0.279)  -0.95
H (-2.804, -0.572, 3.193)  0.46
H (0.554, 1.520, 2.108)  0.45
H (-0.795, 2.220, 2.524)  0.48
H (2.856, -1.616, -2.363)  0.46
H (0.933, -0.521, -0.152)  0.47
H (3.427, 1.961, -2.105)  0.47
H (0.285, 1.837, -0.867)  0.44
H (-3.118, 3.761, -0.039)  0.46
H (-2.059, 0.298, 2.139)  0.48
O (2.818, -1.446, 2.201)  -0.95
O (0.141, -0.191, 0.199)  -0.93
H (1.346, -1.865, -2.181)  0.48
O (-4.232, -1.399, -1.505)  -0.98
O (2.246, -2.105, -1.813)  -0.93
O (-2.432, 3.613, -0.657)  -0.94
H (-3.369, -3.171, 1.042)  0.49
O (2.858, 2.347, -1.474)  -0.96
O (-2.040, -0.102, 3.033)  -0.94
H (3.591, -1.680, 1.707)  0.49
O (-0.384, 1.353, 2.179)  -0.93
H (0.749, 1.290, 0.351)  0.46
H (4.586, -0.939, -0.906)  0.46
H (-1.540, -0.544, -0.898)  0.48
H (-1.359, 0.028, -2.242)  0.47
H (-3.964, -1.420, -0.646)  0.47
O (-1.970, -0.490, -1.773)  -0.95
H (-3.481, -1.290, -2.085)  0.48
H (-2.740, -2.960, -0.379)  0.48
O (4.940, -1.052, 0.046)  -0.93

Forces on the atoms, in the same order (eV/Å):
O -0.1753 12.2831 -1.1124
H -0.3012 2.1115 -1.3040
H 0.2101 -0.2223 0.4411
H 1.1589 -1.0222 0.8458
H 0.9542 -2.0638 0.2952
H -1.0253 -2.1835 -1.5510
O -1.1280 0.1991 4.7493
H -2.7527 -1.5175 0.2009
H 0.1105 0.3177 0.2930
H 1.2329 -2.0286 -0.7047
H 0.1515 0.0739 -0.3527
H 1.8749 -1.9110 -0.8998
H 1.2619 -0.2642 -1.0157
H 0.8347 2.8792 -3.5044
H -1.4443 0.7174 0.8539
H -0.0785 -0.6273 0.9605
O -1.6273 1.7369 0.4996
O -1.3884 -13.7323 3.6871
H 1.4863 -0.5005 0.5710
O -3.1334 0.1576 -4.6932
O -1.7488 0.4743 -0.3305
O 1.8862 -2.8609 0.4543
H 0.5051 0.6777 -1.2423
O -0.2750 2.4005 2.6018
O 2.0868 1.4709 -0.7748
H 0.6231 0.2710 -0.8050
O -0.9701 2.5921 1.9492
H -1.7374 1.1361 -0.5809
H 0.7499 -0.8131 2.2605
H -0.5424 0.2058 -0.6770
H 1.1955 1.2383 -1.1676
H 1.1189 0.0515 3.1077
O 0.3474 -0.7838 1.2833
H -0.0181 0.2584 0.3486
H 1.4483 -1.7648 -2.1117
O -0.8909 1.0430 -2.5751



[3]
DFT (wB97M-V/def2-TZVPD) results for a structure of composition C43H33MnN10O2.

- Total charge: +1
- Gap between HOMO and LUMO (spin up / spin down): 4.8 / 4.4 eV
- 2S+1: 4

Last column: Löwdin spin population.
Geometry (Å):
H (-5.935, -1.070, 2.881)  0.00
H (0.243, 3.136, -5.565)  0.00
N (-0.614, 2.012, 1.748)  -0.03
C (-5.434, 0.919, 2.954)  0.00
C (0.089, -2.497, 0.373)  0.02
H (3.968, -0.027, 4.439)  0.00
C (3.131, -1.441, 0.557)  0.08
C (3.882, -2.636, 0.153)  0.01
C (-1.036, 2.040, 0.498)  0.12
N (0.100, -1.583, -0.684)  -0.02
N (-0.376, 1.559, -0.595)  -0.02
C (0.846, 2.349, 4.467)  0.02
N (-0.533, 2.021, -2.939)  -0.02
C (-4.315, 0.850, 3.994)  0.00
C (3.107, 0.629, 4.455)  0.02
H (-0.887, -0.833, -3.182)  0.00
H (4.484, -3.623, 1.966)  0.00
C (4.459, -3.669, -1.956)  0.01
H (-5.316, -0.283, 0.413)  0.00
C (3.331, 0.717, -5.483)  0.01
H (5.504, -5.526, -1.755)  0.00
C (-3.250, -0.036, 3.318)  0.00
N (1.256, 0.489, -2.466)  -0.02
C (-2.246, 2.706, -1.316)  0.01
C (-4.273, 3.954, 0.049)  0.01
H (1.535, 2.919, 6.412)  0.00
H (-3.251, 3.262, -3.137)  0.00
C (2.320, 0.029, -3.191)  0.08
C (-0.018, -3.636, -1.567)  0.02
H (4.182, 0.050, -5.446)  0.00
C (2.229, 0.005, 2.091)  0.10
C (3.872, -2.648, -1.236)  0.01
H (-5.098, 4.373, -1.886)  0.00
H (-0.594, -3.016, 2.299)  0.00
H (-5.199, 1.668, 2.193)  0.00
C (-3.246, 3.372, 0.783)  0.02
C (-3.516, -0.399, 0.804)  0.00
H (-0.142, -4.431, -2.288)  0.00
C (-0.300, -1.749, -3.237)  0.00
H (-3.219, 3.419, 1.864)  0.00
C (2.831, 1.449, 5.541)  0.02
C (-1.014, 2.022, -1.709)  0.11
C (-4.022, -0.773, 2.198)  0.00
C (0.484, 1.374, 2.087)  0.12
H (-6.415, 1.150, 3.363)  0.00
C (4.474, -3.646, 0.884)  0.01
C (-4.281, 3.910, -1.348)  0.02
C (1.097, 2.473, -5.548)  0.02
H (-0.018, 3.000, 4.463)  0.00
N (-5.441, -0.402, 2.302)  0.00
N (1.181, 0.459, 1.337)  -0.02
C (3.125, 1.584, -6.550)  0.02
C (1.313, 1.611, -4.490)  0.01
C (5.052, -4.689, 0.167)  0.01
H (1.897, 3.106, -7.431)  0.00
N (2.645, -0.817, -0.549)  -0.02
Mn (0.938, 0.134, -0.575)  1.94
H (0.590, -1.558, -3.841)  0.00
H (3.490, 1.439, 6.399)  0.00
H (-3.915, -1.856, 2.260)  0.00
H (-0.026, -4.664, 0.426)  0.00
C (2.025, 2.445, -6.584)  0.01
C (3.131, -1.457, -1.649)  0.08
H (5.509, -5.513, 0.698)  0.00
H (-2.805, -0.740, 4.019)  0.00
O (-4.475, -0.200, -0.096)  0.00
H (-5.080, 4.457, 0.566)  0.00
O (-2.347, -0.306, 0.518)  0.00
H (-0.645, -1.284, 1.991)  0.00
C (1.717, 2.293, 5.549)  0.01
H (-2.444, 0.558, 2.890)  0.00
H (-3.929, 1.834, 4.260)  0.00
H (3.829, 1.596, -7.371)  0.00
N (3.050, -0.981, 1.788)  -0.01
C (5.045, -4.699, -1.230)  0.01
C (-3.257, 3.293, -2.055)  0.02
C (0.601, 1.421, -3.227)  0.11
C (-0.058, -2.187, 1.836)  0.00
H (-4.687, 0.378, 4.904)  0.00
H (-0.892, -2.483, -3.781)  0.00
N (3.086, -0.992, -2.882)  -0.01
C (-0.005, -2.303, -1.874)  0.03
C (1.132, 1.532, 3.388)  0.01
H (4.455, -3.669, -3.038)  0.00
C (2.401, 0.749, -4.462)  0.01
C (0.045, -3.757, -0.156)  0.02
C (-2.246, 2.737, 0.071)  0.01
H (0.885, -2.093, 2.373)  0.00
C (2.234, 0.689, 3.385)  0.01

Forces on the atoms, in the same order (eV/Å):
H -0.0204 -0.0085 -0.0230
H 0.0263 0.0022 0.0065
N 0.0772 0.0395 -0.1468
C 0.0256 -0.0535 0.0098
C 0.1899 0.1254 -0.0399
H -0.0206 0.0144 0.0101
C 0.1257 -0.0981 0.1337
C -0.1685 0.0878 0.2213
C -0.1330 -0.0005 0.1224
N -0.3154 0.6522 0.0963
N 0.0223 0.2536 -0.0209
C -0.0187 -0.0072 0.0711
N 0.0420 0.0053 0.1095
C 0.0432 -0.0151 -0.0517
C 0.0133 -0.0318 0.0609
H -0.0340 -0.0049 0.0035
H -0.0173 -0.0304 -0.0192
C 0.0673 0.0032 -0.0743
H 0.0082 0.0063 -0.0487
C 0.0210 -0.0409 -0.0794
H -0.0061 0.0039 0.0173
C -0.0873 0.0306 0.0052
N 0.3212 0.4760 0.0787
C 0.1257 -0.0566 -0.2287
C 0.0315 -0.0357 -0.0149
H 0.0020 -0.0157 -0.0038
H 0.0037 0.0250 0.0241
C -0.2027 -0.1924 -0.1528
C 0.0420 -0.2500 0.0781
H -0.0305 0.0122 -0.0126
C -0.2120 -0.0994 0.1380
C -0.0952 0.0224 -0.1559
H 0.0164 -0.0096 0.0127
H -0.0062 -0.0054 -0.0156
H -0.0243 0.0166 -0.0190
C -0.0626 0.0368 0.0019
C 0.0134 0.0581 -0.2129
H -0.0358 0.0115 0.0600
C 0.0679 -0.0106 0.1080
H -0.0054 -0.0087 -0.0148
C -0.0285 0.0083 -0.0051
C -0.1122 0.0684 -0.0040
C -0.0228 -0.0091 -0.0412
C -0.0616 -0.1529 0.1208
H -0.0129 0.0010 0.0042
C 0.1051 -0.0078 0.0168
C 0.0059 -0.0063 0.0338
C -0.0283 0.0073 -0.1070
H 0.0325 0.0024 -0.0062
N 0.0719 0.0280 0.0280
N 0.2660 0.2779 -0.0111
C -0.0414 0.0122 -0.0007
C -0.1324 0.1060 0.1125
C -0.0375 0.0279 -0.0204
H 0.0083 -0.0162 0.0066
N 0.2678 0.1899 -0.1272
Mn -0.1912 -0.9294 -0.0740
H -0.0200 -0.0177 -0.0074
H -0.0061 -0.0010 0.0002
H 0.0081 -0.0250 0.0282
H -0.0111 0.0067 -0.0470
C 0.0078 -0.0292 0.0270
C 0.0825 0.0008 -0.0289
H 0.0207 0.0158 -0.0018
H 0.0206 0.0108 -0.0073
O -0.0158 0.0072 0.1585
H 0.0056 -0.0028 -0.0130
O -0.1469 0.0018 0.1291
H -0.0425 0.0046 -0.0169
C 0.0065 -0.0158 -0.0330
H 0.0195 0.0023 -0.0016
H -0.0114 -0.0224 0.0237
H -0.0082 0.0040 0.0026
N -0.0125 -0.0108 -0.1305
C 0.0163 0.0031 0.0504
C -0.0483 0.0046 -0.0239
C -0.1615 -0.1575 -0.1367
C -0.0248 0.0493 -0.1590
H 0.0026 0.0119 0.0128
H -0.0147 -0.0195 0.0200
N 0.0751 0.0179 0.0893
C 0.1349 0.0213 0.0675
C -0.1606 0.0800 -0.0966
H -0.0207 -0.0069 0.0249
C 0.1331 -0.0848 0.1591
C -0.0569 -0.2242 -0.1233
C 0.1146 -0.0312 0.2031
H 0.0871 0.0065 0.0080
C 0.1484 -0.1152 -0.1375



Calculated E_tot in order - -496.94930; -916.95513; -3507.38868 a.u.